Below is the molecule C5H6O in a non-equilibrium geometry, with properties calculated with ωB97M-V/def2-TZVPD.

Properties
Maximum force = 2.33 eV Å⁻¹
ΔE to the lowest compared entry with this formula, charge and spin = 86.6 kcal per mole
Calculated total energy = -7325.528 eV

Last column: Mulliken charge in e.
Geometry (Å):
O 2.16 0.16 0.72  -0.60
C 0.81 1.12 -0.44  -0.31
C 0.02 -1.22 -0.02  -0.55
C -1.13 -0.18 -0.10  -0.37
C -0.33 1.08 0.31  -0.59
C 1.06 -0.13 0.21  0.56
H -0.14 -1.92 0.81  0.26
H -1.57 -0.06 -1.10  0.23
H -1.95 -0.38 0.60  0.29
H -0.66 1.76 1.08  0.36
H 0.25 -1.80 -0.93  0.28
H 1.49 1.58 -1.14  0.43